1.
Formula: C5H14O3
Source: the OMol25 dataset
Level of theory: ωB97M-V/def2-TZVPD

The calculation puts the HOMO energy (alpha / beta) at -13.77 / -13.77 eV. The value obtained for the largest force on an atom is 2.20 eV/A. As for the total energy: -424.217604 Ha. Its energy relative to the best compared isomer or geometry (same formula, charge and spin) is 1.002 eV. The value obtained for the frontier orbital gap (alpha / beta) is 7.9 / 4.0 eV.

```
! RIJCOSX wB97M-V def2-TZVPD def2/J DEFGRID3
* xyz 1 2
O -1.831 1.678 -1.618
C -1.102 0.744 -1.780
C -1.371 -0.667 -1.423
C -0.321 -1.055 -0.268
C 0.347 0.123 0.395
C -1.047 -2.009 0.694
H -0.114 0.969 -2.201
H -2.461 -0.838 -1.259
H -1.158 -1.316 -2.324
H 0.450 -1.612 -0.810
H 1.372 0.207 0.084
H 0.420 0.095 1.442
H -0.250 0.992 0.275
H -1.684 -2.752 0.251
H -0.453 -2.447 1.465
H -1.854 -1.478 1.227
H 6.119 -0.672 1.887
H 5.024 -1.088 0.928
O 5.194 -0.476 1.693
H -2.044 3.106 0.454
H -1.351 4.480 0.120
O -1.886 4.017 0.768
*
```

In the natural (NBO) picture, each atom carries the following charge in e:
1 O -0.0631
2 C 0.4528
3 C -0.4874
4 C -0.1758
5 C -0.6418
6 C -0.6189
7 H 0.3006
8 H 0.2816
9 H 0.3022
10 H 0.2313
11 H 0.2459
12 H 0.2662
13 H 0.1938
14 H 0.2313
15 H 0.2554
16 H 0.2212
17 H 0.4757
18 H 0.4614
19 O -0.9369
20 H 0.4506
21 H 0.4743
22 O -0.9204

---

2.
Formula: C5H14OS
Source: the OMol25 dataset
Level of theory: ωB97M-V/def2-TZVPD

The calculation puts the HOMO energy (alpha / beta) at 1.13 / -6.12 eV. The value obtained for the largest force on an atom is 1.55 eV/A. As for the total energy: -672.258707 Ha. Its energy relative to the best compared isomer or geometry (same formula, charge and spin) is 0.279 eV. The value obtained for the frontier orbital gap (alpha / beta) is 1.6 / 8.8 eV.

```
! RIJCOSX wB97M-V def2-TZVPD def2/J DEFGRID3
* xyz -1 2
C -1.243 0.005 1.559
C -0.897 1.412 1.073
C 0.283 1.489 0.034
C 0.345 0.305 -0.906
S 1.752 0.493 -2.108
C 2.654 -1.014 -1.495
H -2.001 0.038 2.352
H -0.458 -0.705 1.830
H -1.804 -0.454 0.737
H -1.805 1.790 0.586
H -0.616 2.005 1.934
H 0.046 2.392 -0.521
H 1.239 1.551 0.568
H -0.535 0.108 -1.525
H 0.368 -0.594 -0.274
H 1.862 -1.760 -1.574
H 3.519 -1.272 -2.092
H 2.927 -0.915 -0.443
H -3.706 -2.660 4.007
H -3.640 -2.937 2.492
O -3.805 -2.243 3.145
*
```

In the natural (NBO) picture, each atom carries the following charge in e:
1 C -0.7870
2 C -0.3956
3 C -0.4096
4 C -0.5358
5 S 0.0854
6 C -0.7336
7 H 0.2369
8 H 0.1920
9 H 0.1929
10 H 0.1871
11 H 0.1900
12 H 0.1953
13 H 0.1995
14 H 0.2148
15 H 0.2288
16 H 0.2127
17 H 0.2111
18 H 0.2074
19 H 0.3505
20 H 0.3215
21 O -1.3644

---

Question: Which value of energy relative to the best compared isomer or geometry (same formula, charge and spin) does entry 2 give?
Answer: 0.279 eV

---

Question: Among the records above, which one has the lowest energy relative to the best compared isomer or geometry (same formula, charge and spin)?
Answer: C5H14OS

---

Question: Which of these has the lowest largest force on an atom?
Answer: C5H14OS

---

Question: What is the formula in the second record?
Answer: C5H14OS